Record 1
{"formula": "C9H14", "method": "the ωB97M-V functional and the def2-TZVPD basis", "symbols": ["C", "C", "C", "C", "C", "C", "C", "H", "H", "H", "H", "H", "H", "H", "H", "C", "C", "H", "H", "H", "H", "H", "H"], "positions_angstrom": [[-1.96182, -3.21372, -0.30503], [-0.89654, -2.15324, -0.16297], [-0.77759, -1.13457, -1.11374], [0.19760, -0.16227, -0.95441], [1.16205, -0.20908, 0.05445], [0.98890, -1.19284, 1.02027], [-0.03286, -2.12700, 0.91876], [-2.59195, -3.26624, 0.57937], [-1.55956, -4.18892, -0.57811], [-2.59315, -2.91556, -1.14470], [-1.29431, -1.21564, -2.06238], [0.18089, 0.70963, -1.59693], [2.08403, 0.33415, -0.06595], [1.72413, -1.28778, 1.81024], [-0.04729, -2.91060, 1.66633], [0.21005, 3.15323, 0.86031], [1.13021, 3.04887, -0.34914], [0.23847, 2.24055, 1.45544], [0.44330, 3.99488, 1.51041], [-0.82442, 3.26368, 0.53834], [1.67344, 3.96994, -0.60489], [0.59742, 2.90476, -1.28818], [1.94900, 2.35777, -0.18749]], "smiles": "Cc1ccccc1.CC", "total_charge": 0, "orbital_gap_ev": 10.0, "homo_ev": -8.9810, "relative_energy_ev": 0.6264, "spin_multiplicity": 1}

---

Record 2
{"formula": "C5H21N10O6Tl", "method": "the ωB97M-V functional and the def2-TZVPD basis", "symbols": ["Tl", "O", "H", "C", "O", "N", "N", "H", "H", "H", "H", "C", "O", "N", "N", "H", "H", "H", "H", "C", "O", "N", "N", "H", "H", "H", "H", "C", "O", "N", "N", "H", "H", "H", "H", "C", "O", "N", "N", "H", "H", "H", "H"], "positions_angstrom": [[-0.68165, -0.46143, 0.83241], [0.99782, -2.49694, 1.64171], [1.66616, -2.54929, 2.34663], [-0.92832, -4.16020, -0.44561], [-1.16206, -2.93635, -0.60308], [-1.52558, -5.11353, -1.18238], [-0.09298, -4.66637, 0.47882], [-2.18751, -4.80988, -1.87794], [-1.43761, -6.09510, -1.00261], [0.43360, -3.98061, 1.01629], [0.09863, -5.64984, 0.49031], [-2.17015, 2.40554, 3.09500], [-1.74793, 1.73065, 2.13791], [-3.47198, 2.44773, 3.46949], [-1.46191, 3.46111, 3.60556], [-4.14712, 1.79297, 3.10285], [-3.70523, 2.71722, 4.41375], [-1.42667, 3.47807, 4.61604], [-0.59417, 3.69689, 3.15046], [2.77050, -0.85028, -1.00131], [1.66051, -0.29845, -0.87451], [3.25853, -1.67448, -0.06945], [3.58422, -0.71005, -2.08978], [2.58508, -1.87069, 0.66023], [3.99385, -2.30956, -0.32930], [4.55546, -0.95068, -2.00328], [3.32739, -0.03478, -2.78959], [0.61927, 3.15474, 0.65502], [0.02504, 2.23252, 0.08211], [1.30048, 2.94210, 1.80375], [0.76675, 4.44336, 0.22049], [1.95433, 3.65581, 2.06619], [1.28350, 2.05928, 2.27805], [0.20451, 4.74125, -0.55857], [1.31047, 5.08502, 0.76071], [-1.11061, -0.00198, -3.04995], [-0.70170, -0.51579, -1.97922], [-0.37850, 0.98783, -3.60848], [-2.10413, -0.46289, -3.81817], [-0.74801, 1.54151, -4.35954], [0.45920, 1.19930, -3.09149], [-2.66018, -1.26940, -3.59422], [-2.41131, 0.09567, -4.59530]], "total_charge": 2, "orbital_gap_ev": 4.2, "homo_ev": -15.3707, "relative_energy_ev": 0.6846, "spin_multiplicity": 1}

---

Record 3
{"formula": "C31H33AsIrN6OS2", "method": "the ωB97M-V functional and the def2-TZVPD basis", "symbols": ["Ir", "N", "C", "N", "S", "H", "H", "H", "H", "O", "As", "C", "C", "C", "C", "C", "C", "C", "C", "C", "C", "C", "C", "C", "C", "C", "C", "C", "C", "H", "H", "H", "H", "H", "H", "H", "H", "H", "H", "H", "H", "H", "H", "H", "C", "C", "C", "C", "N", "N", "C", "H", "H", "H", "H", "H", "H", "H", "H", "N", "C", "N", "C", "C", "C", "C", "C", "C", "S", "H", "H", "H", "H", "H", "H"], "positions_angstrom": [[0.65312, -1.35315, 0.89748], [0.84512, -2.69815, 4.48808], [1.26252, -1.44895, 4.57638], [1.80002, -0.97405, 5.67638], [1.06302, -0.35825, 3.24528], [0.89422, -3.32865, 5.27918], [0.44112, -3.05545, 3.63498], [1.89482, -1.53815, 6.51358], [2.13572, -0.02095, 5.73498], [0.72772, 0.76695, -0.04182], [-0.38608, 1.82315, -0.66692], [0.51222, 2.92125, -2.04022], [0.03322, 2.88655, -3.33652], [0.69312, 3.64575, -4.29572], [1.75532, 4.45395, -3.92862], [2.23052, 4.47085, -2.62732], [1.58412, 3.71245, -1.65902], [-1.84598, 0.85835, -1.52312], [-3.15748, 1.32285, -1.52092], [-4.12228, 0.62395, -2.23102], [-3.78308, -0.53555, -2.91642], [-2.46788, -0.98615, -2.92672], [-1.49328, -0.28355, -2.23832], [-0.87498, 3.07505, 0.76628], [-1.79548, 4.08735, 0.54028], [-2.15888, 4.90505, 1.60118], [-1.55088, 4.74935, 2.83738], [-0.61068, 3.75035, 3.04478], [-0.25188, 2.91625, 1.99758], [-0.80448, 2.26265, -3.62262], [0.34832, 3.59535, -5.31932], [2.18872, 5.12705, -4.66122], [3.06002, 5.09805, -2.33352], [1.91622, 3.74685, -0.62622], [-3.42838, 2.21235, -0.96392], [-5.13708, 0.99435, -2.24802], [-4.54188, -1.08405, -3.45322], [-2.20248, -1.85555, -3.50882], [-0.45208, -0.59815, -2.26542], [-2.22568, 4.25255, -0.43952], [-2.89458, 5.67845, 1.44368], [-1.78708, 5.44035, 3.63738], [-0.13878, 3.62105, 4.00908], [0.49222, 2.13665, 2.13748], [5.75762, -0.01125, -0.24082], [4.71102, -1.01055, -0.01812], [4.69972, -2.39855, -0.21512], [3.41772, -2.83565, 0.11088], [2.67852, -1.78065, 0.49858], [3.48132, -0.68765, 0.42118], [2.88442, -4.21155, 0.08698], [6.74982, -0.45875, -0.24752], [5.71512, 0.78375, 0.50298], [5.61942, 0.45945, -1.22002], [5.51712, -3.00495, -0.55032], [3.12572, 0.23585, 0.63468], [3.47942, -4.84845, 0.73938], [2.96352, -4.62685, -0.91652], [1.84512, -4.22675, 0.41428], [-2.16528, 0.02595, 1.87968], [-2.39288, -1.07905, 1.15778], [-1.43998, -1.84635, 0.63668], [-1.98118, -2.88465, -0.09332], [-1.27378, -3.88195, -0.76762], [-1.98118, -4.88345, -1.41052], [-3.37938, -4.90995, -1.38242], [-4.10278, -3.91055, -0.74452], [-3.39628, -2.90735, -0.10482], [-4.03218, -1.56595, 0.80438], [-1.23788, 0.19285, 2.25978], [-2.94578, 0.45795, 2.35778], [-0.19128, -3.86585, -0.75572], [-1.45818, -5.67465, -1.92652], [-3.90728, -5.72655, -1.84762], [-5.18028, -3.93435, -0.73042]], "total_charge": 4, "orbital_gap_ev": [7.2, 3.0], "homo_ev": [-17.9934, -17.9865], "relative_energy_ev": 1.8610, "spin_multiplicity": 6}

---

Record 4
{"formula": "C4H9NO3", "method": "the ωB97M-V functional and the def2-TZVPD basis", "symbols": ["C", "O", "C", "C", "C", "O", "O", "N", "H", "H", "H", "H", "H", "H", "H", "H", "H"], "positions_angstrom": [[-0.00494, -1.79527, -0.27423], [-0.07233, -2.51717, 0.81531], [0.00775, -0.20306, 0.06223], [-0.55196, 0.74209, -0.82833], [0.18603, 1.90536, -1.24901], [-0.14202, 2.36255, -2.49884], [1.05864, 2.45870, -0.63009], [1.33610, 0.01863, 0.53070], [-0.82262, -2.04619, -0.99639], [0.88898, -2.07017, -0.88438], [-0.63260, -0.22570, 0.99108], [-1.34630, -0.28063, 4.06675], [-1.48970, 0.53235, -1.32627], [-0.47566, 1.55753, -2.91781], [1.73607, 0.94468, 0.45143], [-1.39268, -0.74038, 3.49944], [1.71724, -0.64330, 1.18841]], "total_charge": 1, "orbital_gap_ev": [6.6, 6.6], "homo_ev": [-14.8891, -14.9205], "relative_energy_ev": 4.9340, "spin_multiplicity": 2}

---

Record 5
{"formula": "C4H5NO3S", "method": "the ωB97M-V functional and the def2-TZVPD basis", "symbols": ["C", "C", "C", "C", "N", "O", "O", "O", "S", "H", "H", "H", "H", "H"], "positions_angstrom": [[0.19962, -1.76275, -0.81997], [1.10364, -1.33894, 0.09782], [-0.98915, 1.38357, 0.29780], [0.10449, 0.58561, -0.36330], [-0.70020, -0.44636, -1.03496], [-1.97745, -1.02928, 1.24509], [-3.23034, 0.03443, -0.59034], [1.07106, -0.05359, 0.46594], [-1.99832, -0.18668, 0.08559], [-0.02451, -2.76660, -1.25439], [1.69742, -1.89836, 0.82492], [-0.74906, 1.54044, 1.35207], [-1.41392, 2.03862, -0.48695], [0.77612, 0.98369, -1.09614]], "total_charge": 0, "orbital_gap_ev": 10.0, "homo_ev": -9.2471, "relative_energy_ev": 2.8029, "spin_multiplicity": 1}

---

Record 6
{"formula": "C47H34BrCrIN6OP2Se2", "method": "the ωB97M-V functional and the def2-TZVPD basis", "symbols": ["Cr", "Br", "C", "C", "C", "C", "O", "C", "C", "N", "C", "C", "C", "C", "C", "C", "C", "C", "N", "C", "C", "H", "H", "H", "H", "H", "H", "H", "H", "H", "H", "Se", "P", "C", "C", "C", "C", "C", "C", "C", "C", "C", "C", "C", "C", "C", "C", "N", "N", "N", "P", "Se", "C", "C", "C", "C", "C", "C", "C", "C", "C", "C", "C", "C", "H", "H", "H", "H", "H", "H", "H", "H", "H", "H", "H", "H", "H", "H", "H", "H", "H", "H", "H", "H", "I", "C", "C", "C", "C", "C", "N", "H", "H", "H", "H"], "positions_angstrom": [[1.28880, 0.98337, -2.33935], [6.34950, -2.96355, -5.80078], [5.17697, -1.66994, -5.09275], [5.64738, -0.37772, -4.83479], [4.80433, 0.57788, -4.31438], [3.47708, 0.26720, -4.01311], [2.70101, 1.22946, -3.49122], [3.00579, -1.02488, -4.29205], [1.60267, -1.31703, -4.18657], [0.78427, -0.55542, -3.56750], [-0.62499, -0.69419, -3.67056], [-1.32927, -1.80923, -4.01835], [-2.73620, -1.75686, -4.10401], [-3.40885, -0.59119, -3.86359], [-2.69639, 0.57495, -3.50229], [-3.31196, 1.82434, -3.24498], [-2.54831, 2.89971, -2.91229], [-1.15860, 2.73756, -2.78224], [-0.54424, 1.59161, -2.99321], [-1.30569, 0.50640, -3.38858], [3.86911, -1.98525, -4.84918], [6.67843, -0.13219, -5.05258], [5.15161, 1.58386, -4.11702], [1.23042, -2.18088, -4.73440], [-0.82168, -2.74772, -4.20546], [-3.28182, -2.65239, -4.36939], [-4.48875, -0.54700, -3.94229], [-4.39107, 1.90695, -3.30793], [-2.98274, 3.86433, -2.69271], [-0.55469, 3.56768, -2.45991], [3.49192, -2.97445, -5.07970], [-2.47466, -0.61527, 3.63954], [-0.97181, -1.64357, 2.58898], [0.53050, -1.96285, 3.55714], [1.78101, -2.13316, 2.96568], [2.89716, -2.37697, 3.75700], [2.76620, -2.46385, 5.13668], [1.51927, -2.30600, 5.72624], [0.40330, -2.05092, 4.94024], [-1.54448, -3.25178, 1.98659], [-0.87343, -4.43277, 2.27773], [-1.38460, -5.64738, 1.83168], [-2.55368, -5.67856, 1.08961], [-3.22270, -4.49517, 0.79381], [-2.72473, -3.28591, 1.24648], [-0.34420, -0.87957, 1.05407], [-0.23175, 0.40688, 0.54642], [0.30439, 0.25555, -0.69802], [0.50438, -1.06257, -0.91407], [0.14003, -1.74585, 0.11909], [-0.96079, 1.93386, 1.21832], [-0.44320, 3.80876, 0.38854], [-2.72547, 1.63731, 0.93018], [-3.67744, 2.45454, 1.53696], [-5.02382, 2.27858, 1.26602], [-5.43176, 1.30494, 0.36185], [-4.48444, 0.51723, -0.27495], [-3.13424, 0.67842, 0.01045], [-0.43904, 1.92594, 2.94542], [0.64127, 1.14797, 3.34235], [1.07486, 1.17393, 4.66060], [0.43539, 1.98599, 5.58350], [-0.61830, 2.79709, 5.17868], [-1.04621, 2.77939, 3.86299], [1.88631, -2.08263, 1.88910], [3.86930, -2.50361, 3.29527], [3.63677, -2.65614, 5.75230], [1.41548, -2.36987, 6.80199], [-0.56685, -1.88820, 5.39358], [0.04631, -4.41348, 2.84796], [-0.86564, -6.56805, 2.06703], [-2.95205, -6.62591, 0.74753], [-4.14368, -4.52056, 0.22447], [-3.26444, -2.36483, 1.05356], [-3.37456, 3.23419, 2.22007], [-5.75742, 2.90531, 1.75875], [-6.48589, 1.16338, 0.15508], [-4.79451, -0.24350, -0.98294], [-2.41266, 0.03739, -0.48301], [1.14681, 0.50548, 2.63621], [1.90173, 0.54218, 4.96379], [0.76286, 1.99779, 6.61537], [-1.10777, 3.44825, 5.89144], [-1.84785, 3.43559, 3.55983], [3.58656, 0.21510, -0.39318], [3.21842, 2.26908, -0.55572], [4.02879, 3.17648, 0.09807], [3.83809, 4.51998, -0.18035], [2.87228, 4.88996, -1.10066], [2.08930, 3.90824, -1.66623], [2.23723, 2.60804, -1.38387], [4.79356, 2.83631, 0.78065], [4.45502, 5.26631, 0.30432], [2.70956, 5.92514, -1.36664], [1.31789, 4.16288, -2.37641]], "total_charge": 1, "orbital_gap_ev": [5.4, 5.8], "homo_ev": [-9.6009, -9.6009], "spin_multiplicity": 2}

---

Record 7
{"formula": "C3H3Br2N", "method": "the ωB97M-V functional and the def2-TZVPD basis", "symbols": ["C", "C", "C", "N", "Br", "Br", "H", "H", "H"], "positions_angstrom": [[-0.54468, -1.08461, -0.31919], [-0.22297, 0.40379, -0.56811], [0.91834, 0.00818, 0.28228], [0.51337, -1.29063, 0.42141], [-1.45701, 1.79077, 0.16463], [2.65333, 0.50229, 0.11574], [-1.47422, -1.58200, -0.55726], [-0.15852, 0.63118, -1.67946], [-0.22765, 0.62104, 2.13995]], "total_charge": 0, "orbital_gap_ev": [8.5, 8.0], "homo_ev": [-9.4535, -8.5731], "relative_energy_ev": 5.3969, "spin_multiplicity": 1}

---

Record 8
{"formula": "C25H26MoN7O5S", "method": "the ωB97M-V functional and the def2-TZVPD basis", "symbols": ["Mo", "C", "N", "C", "C", "C", "C", "C", "C", "C", "N", "C", "C", "C", "C", "C", "C", "N", "C", "C", "H", "H", "H", "H", "H", "H", "H", "H", "H", "H", "H", "H", "H", "H", "H", "H", "H", "H", "H", "H", "O", "S", "O", "O", "C", "N", "C", "C", "C", "N", "C", "C", "C", "N", "C", "C", "H", "H", "H", "H", "H", "H", "O", "N", "O"], "positions_angstrom": [[0.62966, -0.58601, -0.90768], [0.59540, -0.51402, -4.14106], [0.33082, -1.43299, -3.00582], [-1.05614, -1.95756, -3.18855], [1.27766, -2.55316, -2.93794], [2.08123, -2.97492, -3.97895], [2.93416, -4.05163, -3.75840], [2.97857, -4.67929, -2.52070], [2.17326, -4.24898, -1.47446], [1.31365, -3.18444, -1.69688], [0.48252, -2.56778, -0.73715], [-0.32105, -3.22418, 0.18554], [-0.51374, -4.60097, 0.27242], [-1.40607, -5.09298, 1.21103], [-2.11565, -4.23630, 2.04493], [-1.93841, -2.86371, 1.94427], [-1.03677, -2.37472, 1.01535], [-0.82049, -0.93755, 0.78149], [-0.75227, -0.20926, 2.08101], [-1.90531, -0.35333, -0.05073], [0.33543, -1.01068, -5.07705], [1.63683, -0.21591, -4.16209], [-0.03811, 0.36521, -4.03147], [-1.10825, -2.48730, -4.14094], [-1.75177, -1.11867, -3.21740], [-1.31204, -2.63473, -2.37869], [2.06045, -2.48757, -4.94270], [3.57442, -4.39347, -4.55922], [3.66333, -5.50047, -2.36034], [2.23662, -4.71000, -0.49906], [0.01175, -5.27439, -0.38828], [-1.55423, -6.16133, 1.28733], [-2.81689, -4.63295, 2.76457], [-2.50973, -2.20349, 2.58127], [-1.69757, -0.32511, 2.60898], [-0.59674, 0.84846, 1.90430], [0.05427, -0.62876, 2.67690], [-2.84595, -0.89093, 0.06644], [-1.66088, -0.43351, -1.13497], [-2.04128, 0.69992, 0.18491], [-3.76049, 4.78790, 2.69588], [-3.32503, 6.15405, 2.94240], [-3.75416, 6.71146, 4.19982], [-3.45135, 7.02490, 1.78976], [-1.54941, 5.97335, 3.08294], [-0.81435, 6.72928, 3.90692], [0.48544, 6.51084, 3.93436], [1.12403, 5.52867, 3.17526], [0.27942, 4.82987, 2.33921], [-1.02388, 5.05099, 2.28313], [0.65350, 3.66768, 1.47787], [1.65921, 2.75611, 1.77804], [1.72751, 1.56828, 1.08094], [0.88219, 1.27937, 0.07729], [0.00097, 2.23047, -0.31237], [-0.14900, 3.41245, 0.35583], [1.06305, 7.13841, 4.60452], [2.18881, 5.36235, 3.23534], [2.33197, 2.92021, 2.60853], [2.43727, 0.79820, 1.35237], [-0.63224, 1.99778, -1.16329], [-0.91680, 4.12119, 0.08232], [2.22539, 0.29448, -2.07624], [3.13467, -0.14527, -1.34204], [2.61255, -0.86356, -0.42900]], "total_charge": 1, "orbital_gap_ev": [6.0, 3.4], "homo_ev": [-9.7034, -10.2767], "relative_energy_ev": 1.1669, "spin_multiplicity": 3}

---

| no. | energy (eV) |
| --- | --- |
| 1 | -9559.5551 |
| 2 | -37390.5410 |
| 3 | -128977.2965 |
| 4 | -11912.9338 |
| 5 | -22693.5442 |
| 6 | -316110.4312 |
| 7 | -144728.6045 |
| 8 | -59694.7707 |